A 2-piece molecular cluster, C4H12 overall, computed with ωB97M-V/def2-TZVPD.

HOMO energy (alpha / beta): -13.7 / -13.7 eV
multiplicity: 2
LUMO level (alpha / beta): -3.702 / -11.588 eV
frontier orbital gap (alpha / beta): 9.96 / 2.07 eV
net charge: +1

XYZ file:
```
16
Properties=species:S:1:pos:R:3:forces:R:3
C -0.3492 -1.1183 -2.5843 -0.61 2.44 -0.87
C -1.3497 -1.9380 -1.8406 0.37 -1.17 3.19
C 1.3333 1.7558 1.6245 -1.03 0.67 0.31
C 0.2721 1.2614 2.6575 1.07 0.89 -2.72
H 0.5172 1.0402 3.6892 0.23 0.22 1.32
H 2.4118 1.6483 2.1709 -0.90 -0.22 0.18
H -0.7571 -0.1297 -3.0274 0.38 -1.35 1.01
H 0.4700 -0.8549 -1.8822 -0.02 -0.24 -1.14
H -0.1230 -1.6472 -3.4958 1.17 -0.21 -0.01
H -0.4480 2.1187 2.7541 0.57 -0.09 0.32
H 1.3385 2.8826 1.4517 -0.05 -1.39 0.29
H -0.1757 0.2765 2.4505 0.48 -0.17 -0.58
H -1.7318 -2.8043 -2.3970 0.15 0.29 0.32
H 1.5732 1.2056 0.6788 -0.38 0.07 0.86
H -0.7969 -2.3000 -0.8493 -1.22 0.05 -2.09
H -2.1849 -1.3967 -1.4007 -0.22 0.20 -0.38
```
Forces are in eV/Å.

---

A 2-piece molecular cluster, C4H12 overall, computed with ωB97M-V/def2-TZVPD.

HOMO energy (alpha / beta): -16.0 / -16.0 eV
multiplicity: 2
LUMO level (alpha / beta): -3.086 / -10.987 eV
frontier orbital gap (alpha / beta): 12.92 / 4.97 eV
net charge: +1

XYZ file:
```
16
Properties=species:S:1:pos:R:3:forces:R:3
C 1.1363 -0.9327 -0.9299 0.75 0.46 -0.71
C 0.8001 -0.2445 -2.2485 -1.03 0.62 0.89
C -0.4451 0.6646 2.0185 -1.51 -0.61 0.66
C -1.6079 0.4813 1.1032 0.97 1.03 0.05
H 0.5694 -1.8054 -0.6383 -0.30 -0.06 0.01
H 2.1937 -1.1721 -0.9689 0.31 -0.31 0.36
H 1.2055 0.7694 -2.2395 1.05 -0.37 -0.47
H -1.4892 -0.3544 0.4201 -0.15 0.04 -0.12
H -0.1553 -0.1235 2.7650 0.14 -0.08 -0.41
H 1.1549 -0.1768 -0.0802 -0.29 0.09 0.19
H -0.2540 0.0845 -2.2710 -0.03 -1.10 -0.52
H -2.5334 0.2684 1.7002 0.10 0.20 0.23
H -1.7720 1.4704 0.6225 -0.45 -0.75 -0.09
H -0.3524 1.6097 2.5179 0.02 0.49 -0.04
H 1.1386 -0.8943 -3.1042 -0.52 0.88 0.63
H 0.4108 0.3553 1.3329 0.93 -0.52 -0.66
```
Forces are in eV/Å.

---

C4H12BN as an isolated structure, computed with ωB97M-V/def2-TZVPD.

HOMO energy: -8.1 eV
LUMO level: 0.019 eV
frontier orbital gap: 8.10 eV

XYZ file:
```
18
Properties=species:S:1:pos:R:3:forces:R:3
N -0.0456 0.5463 -0.6999 -0.49 4.98 4.25
C 1.2225 -0.1518 -0.7401 0.65 1.62 0.41
C -1.5700 -1.2074 0.1813 -1.53 -0.96 1.38
C -1.3126 -0.1117 -0.7571 1.71 -1.49 -2.02
C 1.8670 -0.3848 0.6518 -1.34 -0.04 -1.19
B -0.1647 2.0906 0.5745 2.46 -3.98 -3.07
H -0.7071 -1.7986 0.2246 1.10 -1.47 0.08
H 1.1424 -0.8050 1.3070 -0.44 -0.91 0.61
H -2.4324 -1.7826 -0.2148 0.50 -0.01 0.45
H -1.7929 -0.9389 1.2441 0.08 0.27 -0.83
H 0.6081 2.7557 1.1820 0.59 -0.76 0.00
H 2.7974 -0.8872 0.6614 0.85 -0.91 -0.20
H -2.1366 0.4906 -0.6862 -1.64 2.50 -0.06
H 1.8353 0.6821 -1.1814 0.15 -1.60 -0.38
H 2.0457 0.5643 1.0569 0.36 1.58 0.56
H -1.3624 -0.5349 -1.7936 -0.11 0.02 0.49
H -1.1249 2.5345 0.3369 -3.16 0.90 -0.43
H 1.1308 -1.0611 -1.3474 0.25 0.25 -0.05
```
Forces are in eV/Å.

---

no.,energy (Ha),maximum force (eV/Å)
1,-159.1206,3.42
2,-159.1524,1.75
3,-239.0655,6.56